No. 1
DFT (wB97M-V/def2-TZVPD) results for a molecular structure, C35H33BLuN10O6S2 at a distorted geometry.

Its LUMO energy is 0.94 eV. Its net charge is -1.

CARTESIAN COORDINATES (ANGSTROEM)
Lu  -0.90  1.30  -0.06
C  -4.23  -1.37  -2.07
N  -4.67  -0.06  -1.62
C  -5.52  0.77  -2.34
C  -5.68  1.88  -1.60
N  -4.94  1.73  -0.44
B  -5.17  2.69  0.78
N  -3.86  3.21  1.50
C  -3.86  3.45  2.86
C  -2.72  4.11  3.17
N  -2.03  4.27  1.99
C  -0.72  4.88  1.83
C  -2.73  3.70  0.99
S  -2.18  3.65  -0.66
C  -4.29  0.56  -0.48
S  -3.20  -0.05  0.71
H  -5.07  -1.88  -2.53
H  -3.88  -1.92  -1.20
H  -3.42  -1.27  -2.80
H  -5.89  0.49  -3.31
H  -6.26  2.76  -1.78
H  -5.77  3.65  0.34
H  -5.81  2.11  1.64
H  -4.66  3.10  3.48
H  -2.32  4.44  4.11
H  -0.44  5.31  2.79
H  -0.76  5.64  1.06
H  0.00  4.10  1.57
O  -2.38  0.54  -4.34
C  -1.67  0.92  -3.42
O  -1.74  0.64  -2.18
C  -0.46  1.79  -3.77
C  0.25  2.28  -2.71
C  1.45  2.89  -2.84
C  2.00  3.14  -4.08
C  1.24  2.70  -5.15
C  0.04  2.03  -5.04
N  1.79  2.96  -6.53
O  2.89  3.46  -6.60
O  1.10  2.64  -7.47
N  2.17  3.23  -1.57
O  1.64  2.87  -0.54
O  3.22  3.82  -1.68
H  -0.16  2.17  -1.75
H  2.95  3.63  -4.21
H  -0.49  1.67  -5.92
C  1.50  2.82  3.55
C  1.44  1.33  3.69
C  2.26  0.69  4.60
C  2.23  -0.69  4.79
C  1.30  -1.41  4.04
C  0.45  -0.80  3.12
C  -0.59  -1.65  2.44
C  0.51  0.61  2.86
N  -0.22  1.22  1.89
H  2.10  3.26  4.35
H  0.49  3.24  3.58
H  1.93  3.12  2.59
H  2.96  1.29  5.19
H  2.89  -1.19  5.49
H  1.22  -2.48  4.18
H  -0.27  -2.69  2.37
H  -0.82  -1.28  1.45
H  -1.54  -1.63  2.98
N  2.27  -5.32  -0.45
C  3.21  -6.28  -0.13
C  3.23  -7.67  -0.26
C  4.37  -8.31  0.20
C  5.44  -7.60  0.76
C  5.41  -6.23  0.88
C  4.27  -5.56  0.43
N  3.98  -4.20  0.44
C  2.80  -4.11  -0.08
C  2.06  -2.84  -0.28
C  0.84  -2.79  -0.94
C  0.20  -1.57  -1.06
N  0.71  -0.44  -0.57
C  1.87  -0.49  0.09
C  2.58  -1.67  0.24
H  1.37  -5.48  -0.86
H  2.40  -8.22  -0.69
H  4.43  -9.39  0.12
H  6.31  -8.15  1.10
H  6.23  -5.68  1.32
H  0.37  -3.67  -1.36
H  -0.77  -1.49  -1.54
H  2.21  0.43  0.54
H  3.51  -1.68  0.80

=====

No. 2
DFT (wB97M-V/def2-TZVPD) results for a molecular structure, C35H33ClN4Si2Zr at a distorted geometry.

Its LUMO energy (alpha / beta) is -6.34 / -6.36 eV. Its net charge is +2.

CARTESIAN COORDINATES (ANGSTROEM)
C  3.76  -3.37  1.23
C  2.90  -3.23  0.10
C  3.03  -1.89  -0.38
H  2.35  -4.02  -0.39
C  3.92  -1.18  0.48
C  4.38  -2.10  1.47
H  5.17  -1.90  2.19
H  4.01  -4.30  1.73
H  2.61  -1.49  -1.29
H  4.26  -0.17  0.34
Zr  1.95  -1.81  1.77
Si  -0.02  -0.04  0.40
C  -1.14  -1.17  -0.59
C  -2.53  -0.99  -0.56
H  -2.99  -0.29  0.14
C  -3.37  -1.75  -1.39
H  -4.44  -1.58  -1.35
C  -2.84  -2.73  -2.22
H  -3.50  -3.34  -2.83
C  -1.46  -2.96  -2.23
H  -1.05  -3.79  -2.80
C  -0.62  -2.17  -1.45
H  0.46  -2.40  -1.48
C  1.11  1.13  -0.53
C  0.98  1.33  -1.92
H  0.17  0.84  -2.47
C  1.92  2.10  -2.60
H  1.86  2.18  -3.68
C  2.95  2.75  -1.92
H  3.69  3.34  -2.47
C  3.02  2.66  -0.53
H  3.81  3.16  0.01
C  2.08  1.88  0.16
H  2.15  1.84  1.25
H  -0.11  0.05  1.96
Si  -2.90  2.88  -0.03
C  -2.01  4.26  -0.88
C  -2.41  4.70  -2.15
H  -3.31  4.28  -2.60
C  -1.66  5.63  -2.87
H  -1.99  5.93  -3.87
C  -0.49  6.16  -2.33
H  0.10  6.88  -2.90
C  -0.09  5.76  -1.05
H  0.83  6.18  -0.61
C  -0.84  4.83  -0.33
H  -0.48  4.53  0.66
C  -3.89  1.99  -1.33
C  -3.45  1.25  -2.45
H  -2.38  1.01  -2.56
C  -4.34  0.77  -3.42
H  -3.98  0.13  -4.25
C  -5.71  1.06  -3.33
H  -6.42  0.67  -4.08
C  -6.17  1.86  -2.27
H  -7.24  2.12  -2.20
C  -5.27  2.28  -1.28
H  -5.64  2.86  -0.43
H  -3.85  3.31  1.04
Cl  -1.39  1.97  1.11
N  1.46  -5.20  4.15
C  0.89  -5.92  3.09
C  0.66  -5.00  2.11
N  1.13  -3.75  2.51
C  1.61  -3.90  3.78
C  2.42  -2.88  4.46
N  2.75  -1.70  3.86
C  3.71  -1.10  4.67
C  4.01  -1.91  5.72
N  3.16  -3.02  5.59
H  1.78  -5.59  5.04
H  0.66  -6.97  3.14
H  0.31  -5.12  1.10
H  4.18  -0.20  4.35
H  4.67  -1.79  6.56
H  3.13  -3.84  6.19

=====

No. 3
DFT (wB97M-V/def2-TZVPD) results for a molecular structure, C35H33FeN6O6Si.

Its expectation value of S² is 6.015. The spin multiplicity is 5. Its LUMO energy (alpha / beta) is 1.96 / 1.96 eV. Its net charge is -1.

CARTESIAN COORDINATES (ANGSTROEM)
Fe  0.60  0.87  0.34
C  1.47  2.44  3.42
C  0.18  3.00  2.91
C  -0.74  3.58  3.78
C  -1.93  4.06  3.26
C  -2.17  3.96  1.90
C  -1.20  3.37  1.10
N  -0.06  2.90  1.61
C  -1.38  3.21  -0.38
C  -2.47  3.76  -1.04
C  -2.55  3.61  -2.41
C  -1.54  2.96  -3.08
C  -0.48  2.44  -2.35
N  -0.43  2.54  -1.02
C  0.67  1.78  -3.05
C  0.47  1.09  -4.24
C  1.56  0.49  -4.84
C  2.80  0.59  -4.23
C  2.91  1.30  -3.04
C  4.23  1.40  -2.33
N  1.86  1.88  -2.46
H  1.82  2.98  4.30
H  2.23  2.47  2.64
H  1.32  1.39  3.69
H  -0.52  3.64  4.83
H  -2.68  4.50  3.91
H  -3.10  4.32  1.49
H  -3.24  4.30  -0.51
H  -3.39  4.02  -2.96
H  -1.56  2.86  -4.16
H  -0.52  0.98  -4.65
H  1.44  -0.07  -5.75
H  3.67  0.12  -4.66
H  5.06  1.43  -3.05
H  4.37  0.55  -1.67
H  4.25  2.29  -1.71
O  2.62  1.09  0.49
N  3.34  0.37  1.27
N  2.64  -0.39  2.02
O  1.35  -0.43  1.98
C  3.33  -1.26  2.92
C  2.58  -2.26  3.54
C  3.22  -3.12  4.42
C  4.57  -2.99  4.69
C  5.30  -1.98  4.07
C  4.68  -1.10  3.19
H  1.53  -2.33  3.31
H  2.65  -3.90  4.90
H  5.06  -3.66  5.38
H  6.35  -1.86  4.28
H  5.23  -0.31  2.70
C  -4.55  -2.02  1.92
Si  -4.23  -0.20  1.57
C  -5.24  0.32  0.08
C  -4.82  0.79  3.06
C  -2.48  0.11  1.27
C  -1.33  0.39  0.95
H  -5.61  -2.22  2.10
H  -3.98  -2.35  2.79
H  -4.22  -2.62  1.07
H  -6.31  0.08  0.21
H  -4.88  -0.19  -0.81
H  -5.15  1.39  -0.09
H  -5.87  0.60  3.28
H  -4.69  1.86  2.88
H  -4.23  0.54  3.94
O  -1.25  -0.42  -2.37
C  -0.27  -1.05  -1.95
O  0.60  -0.70  -1.12
C  -0.06  -2.46  -2.53
C  0.93  -3.29  -2.01
C  1.13  -4.55  -2.54
C  0.33  -4.96  -3.59
C  -0.66  -4.16  -4.13
C  -0.85  -2.90  -3.58
N  0.54  -6.30  -4.17
O  1.38  -7.02  -3.65
O  -0.20  -6.66  -5.06
H  1.53  -2.92  -1.19
H  1.89  -5.22  -2.15
H  -1.26  -4.52  -4.95
H  -1.62  -2.23  -3.95

=====

Asked for energy above the lowest of the compared OMol25 structures with the same formula, charge and spin across the records above, the calculation gives 7.9, 0.0, 215.1 kJ/mol in order.
Asked for calculated total energy across the records above, the calculation gives -119987.0283, -72336.3306, -100319.9040 eV in order.